128
Properties=species:S:1:pos:R:3:forces:R:3 method="wB97M-V/def2-TZVPD" lumo_ev=0.60 relative_energy_ev=2.084 charge=0 fmax_ev_per_a=3.909 e_homo_ev=-9.10 gap_ev=9.71 smiles=COCCOC.COCCOC.COCCOC.COCCOC.COCCOC.COCCOC.COCCOC.COCCOC total_energy_ha=-2470.62887
C -4.929 -1.812 -2.684 -0.7278 3.1978 1.9919
O -4.036 -2.404 -1.787 -0.2736 0.1554 0.1201
C -4.471 -3.661 -1.290 0.3957 -0.2321 -0.6730
C -3.213 -4.479 -1.282 1.1660 -1.0644 0.5929
O -3.010 -4.919 -2.626 -0.1493 0.4976 0.6568
C -1.780 -5.547 -2.903 0.3667 0.9257 -0.3152
H -4.470 -0.834 -3.017 -0.1579 -1.3807 -0.2429
H -5.851 -1.395 -2.135 0.7961 -0.8957 -0.5578
H -5.260 -2.468 -3.444 -0.1022 -0.6121 -1.1217
H -5.115 -4.127 -2.059 -0.2161 0.1061 0.6431
H -4.940 -3.599 -0.293 -0.0054 0.1212 -0.4082
H -3.213 -5.363 -0.577 -0.3198 0.6780 -0.5948
H -2.383 -3.814 -0.934 -0.3858 -0.4431 -0.3719
H -1.809 -6.590 -2.628 0.0609 -0.5402 0.0505
H -0.909 -5.068 -2.413 -0.4416 -0.0567 -0.0349
H -1.638 -5.414 -3.984 0.0632 -0.3860 0.2654
C -3.959 3.286 -0.141 0.9634 -0.0529 0.2296
O -3.381 2.550 -1.210 -0.2948 0.2168 0.0437
C -3.968 2.733 -2.491 0.7126 -1.3873 0.1465
C -3.075 1.938 -3.467 -0.3095 0.3805 -0.4496
O -1.996 2.725 -3.975 -0.4027 0.0594 -1.0361
C -0.868 2.938 -3.144 -0.4199 1.4984 0.5055
H -3.330 3.048 0.739 -0.4731 0.2687 -0.4419
H -4.994 3.042 0.058 -0.3646 -0.3823 -0.0517
H -3.899 4.357 -0.322 0.1055 0.2820 -0.1060
H -3.950 3.757 -2.834 -0.0733 0.6113 0.1112
H -5.006 2.362 -2.487 0.1224 0.0438 -0.0560
H -3.711 1.509 -4.294 0.8271 0.9493 0.2851
H -2.639 1.067 -3.015 0.0235 -0.4811 0.7576
H -0.106 3.589 -3.631 -0.5899 -0.8970 -0.4279
H -0.444 2.022 -2.785 0.3084 -0.5551 0.0320
H -1.149 3.578 -2.295 -0.1286 -0.4028 0.2615
C 7.638 1.235 -1.129 -1.5540 0.1651 0.5150
O 6.419 1.584 -1.841 0.8983 0.2109 0.7541
C 5.552 0.573 -2.217 -1.0089 -0.8727 1.1589
C 4.305 1.164 -2.827 -0.7455 -1.2140 0.2175
O 3.421 1.905 -2.011 1.2263 -0.7256 0.2663
C 3.875 3.189 -1.640 -1.4381 0.6887 0.2945
H 7.521 0.387 -0.381 -0.0718 0.8593 -1.0156
H 7.885 2.156 -0.573 0.1546 -0.5119 -0.2530
H 8.369 1.023 -1.884 0.7327 -0.3332 -0.0936
H 5.263 -0.090 -1.375 0.1034 0.4402 0.2428
H 5.930 -0.153 -2.925 0.6690 -0.0256 -0.7117
H 3.685 0.336 -3.179 0.0467 -0.2138 0.0969
H 4.608 1.635 -3.730 0.1450 1.3323 -0.8187
H 4.039 3.717 -2.572 -0.0271 0.7185 -0.0040
H 4.729 3.345 -0.984 0.4229 -0.9103 -0.1431
H 3.023 3.549 -1.033 0.3232 0.4585 -0.6326
C 3.754 3.475 2.575 -1.6609 -0.3981 0.6031
O 3.191 2.713 1.523 0.1352 0.1442 -0.2923
C 4.004 1.637 1.137 1.3642 -1.0545 0.5753
C 4.007 0.390 2.102 0.0844 2.3429 -0.3226
O 5.189 0.430 2.880 -0.0881 -1.2871 0.7748
C 5.230 -0.775 3.706 -0.5274 2.0025 -0.2799
H 4.808 3.528 2.491 1.1525 0.0798 -0.0165
H 3.452 3.017 3.528 0.4258 0.0663 0.0599
H 3.315 4.470 2.572 -0.0140 0.0936 -0.2589
H 5.085 1.939 1.061 -0.7610 -0.0344 0.0493
H 3.718 1.310 0.145 -0.4023 0.1166 -0.1018
H 4.008 -0.493 1.461 -0.4498 -0.3893 0.2963
H 3.159 0.542 2.806 0.0028 -0.7460 -0.6628
H 5.656 -1.566 3.161 0.6276 -1.1866 -0.8406
H 4.229 -1.064 4.019 -0.1685 0.0570 0.1326
H 5.831 -0.554 4.565 0.3358 0.1111 0.4609
C -0.095 4.107 1.759 -0.1822 0.2177 -1.6897
O -1.240 3.316 1.964 -1.0150 0.2053 0.6318
C -1.583 3.026 3.316 -0.9025 -0.6649 -0.3225
C -1.123 1.637 3.718 -0.5731 -0.0674 -0.1427
O -1.667 1.382 4.982 0.0843 -0.6994 0.9608
C -1.762 -0.036 5.217 -1.5146 0.4820 0.0389
H -0.052 5.065 2.276 -0.1625 -0.1965 0.8167
H -0.161 4.462 0.691 0.3096 -0.7692 0.7656
H 0.777 3.478 1.915 0.4836 0.3627 -0.0260
H -2.704 3.054 3.499 1.1456 0.0407 -0.7009
H -1.175 3.733 3.999 0.5111 0.8562 0.4991
H -0.040 1.525 3.733 0.3888 0.1202 -0.0628
H -1.524 0.903 3.027 0.0137 -0.1013 -0.5272
H -0.820 -0.523 5.013 0.3659 -0.2345 -0.1430
H -2.595 -0.411 4.557 1.0170 -0.0054 0.6178
H -2.040 -0.222 6.278 0.2279 0.3645 -0.6594
C -5.087 0.946 3.944 -0.6999 -1.3368 -1.9922
O -4.241 -0.040 3.270 -0.1558 0.8850 -0.2080
C -3.987 0.116 1.869 -0.9007 -0.3718 0.0555
C -5.206 -0.257 1.020 0.3941 1.5866 -0.8529
O -6.099 0.888 1.026 -0.1745 -0.9342 -0.4877
C -7.221 0.642 0.163 0.8967 0.4982 0.3494
H -5.454 0.403 4.781 -0.2285 -0.1569 0.9181
H -5.957 1.262 3.338 0.4591 -0.4249 0.0403
H -4.592 1.834 4.224 1.1277 0.8887 0.4338
H -3.122 -0.500 1.590 -0.2531 -0.1670 0.3460
H -3.717 1.125 1.563 -0.0104 0.2980 0.3391
H -5.761 -1.132 1.338 0.1115 -0.3915 0.2943
H -4.861 -0.380 -0.034 -0.1308 -0.2311 0.5228
H -7.855 -0.139 0.594 -0.2208 0.1377 -0.0255
H -6.863 0.277 -0.824 -0.2736 0.3989 0.3131
H -7.731 1.621 0.097 -0.0138 -0.7330 -0.1989
C 1.392 -4.572 -0.480 0.6182 -0.2250 -0.3779
O 1.720 -4.301 -1.861 0.4635 -0.2591 0.5223
C 2.320 -3.017 -2.103 -1.2898 -0.2696 0.2137
C 3.737 -3.002 -2.541 1.3761 -0.2969 -0.2791
O 4.580 -3.581 -1.469 -1.0599 0.2059 -1.4603
C 5.601 -4.456 -1.916 0.7210 -0.7753 1.6486
H 2.128 -5.173 0.104 0.1099 0.5779 -0.7440
H 0.499 -5.173 -0.463 -0.5495 -0.1463 -0.2247
H 1.193 -3.651 0.060 -0.0323 0.2199 0.0746
H 2.276 -2.519 -1.187 -0.1806 1.2670 1.5318
H 1.667 -2.474 -2.800 0.3259 -0.0790 -0.0612
H 4.107 -1.934 -2.757 -0.6815 -1.5046 0.3053
H 3.715 -3.573 -3.496 0.8981 0.0140 0.5537
H 6.280 -4.645 -0.974 -1.1868 0.3430 -1.9757
H 6.163 -3.994 -2.716 0.4876 0.1749 -0.1546
H 5.257 -5.454 -2.303 -0.1170 0.8348 0.4712
C 0.584 -1.429 2.329 0.0492 0.5704 -1.2156
O -0.037 -0.679 1.277 0.2456 -0.6262 0.2716
C 0.850 0.165 0.583 -0.2545 1.6132 -0.2844
C 0.157 0.846 -0.621 -1.6118 -3.2838 1.3767
O 0.040 -0.102 -1.667 -0.0426 -0.3586 -0.9175
C -1.104 -0.976 -1.670 1.0846 0.6617 -0.2210
H 1.081 -0.745 3.008 0.0746 0.0288 0.4273
H 1.308 -2.147 1.942 0.3450 0.0837 -0.2293
H -0.170 -2.022 2.802 -0.6173 -0.0234 0.4809
H 1.771 -0.313 0.236 -0.1791 -0.5603 -0.2156
H 1.225 0.992 1.199 -0.2035 -0.0040 0.5567
H 0.749 1.621 -0.942 1.5869 1.7863 -0.9313
H -0.844 1.239 -0.404 0.1152 0.0441 0.4830
H -2.010 -0.399 -1.831 -0.2916 -0.1170 0.4974
H -1.095 -1.624 -0.807 -0.4223 0.1141 0.6043
H -0.979 -1.635 -2.515 0.0855 -0.0737 -0.4853